91
Properties=species:S:1:pos:R:3:forces:R:3:lowdin_charge:R:1 method="wB97M-V/def2-TZVPD" homo_lumo_gap_ev=7.85 multiplicity=1 smiles="CCCCN[C@](C#N)(CC(=O)OC(C)=O)[C@](C#N)([PH2]=S)P(N)O.CN(C)C=O.CN(C)C=O.CN(C)C=O.CN(C)C=O" fmax_ev_per_a=7.58
S 4.41510 -0.80671 1.07735 -0.545 -0.159 -0.024 0.20
P 3.28723 -2.38829 1.28731 1.484 0.493 1.136 0.40
P 0.62080 -3.57486 2.16719 -0.307 -2.815 -0.182 0.86
O -3.97727 -2.53107 -0.39454 2.855 3.211 -4.020 0.06
O 9.93128 -0.32656 -0.76782 -0.244 0.054 -0.231 0.00
O 1.66490 -4.40681 3.28860 -1.901 2.487 -0.305 -0.35
O -2.35625 -2.00744 -2.08223 -0.261 2.028 2.838 0.03
O -0.82738 -0.19544 -2.06502 -1.834 -4.701 2.030 0.10
O 3.23252 -4.80544 -1.26116 0.073 -0.401 0.219 -0.03
O -4.36035 2.32782 2.93598 -0.457 0.121 -0.095 0.01
O -2.55806 3.36101 0.24387 -0.931 0.410 -0.765 -0.02
N -0.87240 -3.25706 3.10268 1.293 0.442 -1.491 -0.16
N 0.82261 0.24142 0.42351 -0.950 -1.276 -0.223 -0.01
N -6.47107 3.10888 2.48343 0.363 -0.668 -0.148 -0.21
N -3.15439 4.90769 -1.34364 -0.418 -0.661 0.575 -0.20
N 7.87691 -0.07522 -1.76340 0.362 -0.156 0.655 -0.21
N 1.37629 -0.31668 3.91791 0.632 -4.100 -5.470 0.16
N 2.78675 -6.03845 -3.14410 0.038 0.783 0.414 -0.20
N 2.50087 -1.88918 -1.86908 -4.962 1.759 5.451 0.17
C 0.29374 2.66933 2.82500 0.387 0.119 -0.682 -0.26
C -3.40124 3.92237 -0.43357 0.112 0.439 -0.373 -0.31
C 8.71400 -0.33823 -0.71740 -0.252 0.096 -0.368 -0.34
C -4.06405 -0.18293 -1.10122 0.887 0.904 -0.854 0.00
C -0.43571 0.86202 0.93669 0.018 1.679 0.443 -0.19
C 8.45034 0.24802 -3.05464 0.287 -0.052 0.204 -0.05
C 1.43495 -1.95386 1.59951 0.020 1.251 3.077 -0.60
C -5.48989 2.15842 2.51830 -0.083 0.333 0.085 -0.34
C 1.48076 -1.00137 2.91693 -0.783 2.508 2.388 -0.23
C -7.79699 2.83124 1.96967 0.165 0.213 0.135 -0.07
C 3.09003 -7.29913 -2.49458 0.064 0.141 0.254 -0.05
C -3.46106 -1.68132 -1.18353 -3.090 -1.881 3.277 -0.36
C 6.43408 -0.10878 -1.62499 0.274 0.057 -0.117 -0.09
C 0.75108 -1.24300 0.31211 0.892 -0.166 -2.128 -0.40
C -0.92016 2.22219 3.78327 -0.468 0.839 -1.177 -0.13
C 1.72591 -1.61945 -0.96160 2.974 -0.990 -3.240 -0.14
C 2.37849 -6.04680 -4.53402 0.069 -0.154 0.183 -0.06
C 2.89525 -4.88344 -2.42592 -0.164 -0.324 -0.842 -0.34
C -4.21213 5.52974 -2.11404 0.260 0.030 0.020 -0.06
C -6.17463 4.43971 2.97729 0.284 -0.109 0.076 -0.04
C -0.69653 -1.82751 -0.09554 -0.836 -0.981 -0.761 -0.06
C -0.06941 2.42167 1.27704 -1.409 -0.262 0.570 -0.18
C -1.25032 -1.23494 -1.51024 1.648 3.075 -0.731 -0.32
C -1.78693 5.34701 -1.54663 0.144 -0.200 0.220 -0.03
H 2.95941 -8.12994 -3.18955 -0.009 0.174 0.020 0.09
H 3.17468 -6.49192 -5.13658 -0.142 0.044 -0.137 0.09
H 6.14335 -0.36466 -0.60404 0.175 0.027 -0.326 -0.04
H -0.81159 0.28821 1.85737 0.701 0.964 -1.165 0.11
H -5.87374 4.37337 4.02582 0.028 0.182 -0.084 0.10
H -3.69343 0.36430 -0.14433 -0.418 -1.184 -1.537 0.10
H -5.34550 4.85877 2.40110 -0.031 0.110 0.159 0.09
H -1.38712 5.72068 -0.60055 0.125 -0.012 -0.141 0.10
H -7.04884 5.08618 2.88630 0.054 -0.167 -0.027 0.09
H 1.46817 -6.64379 -4.63445 0.035 0.055 -0.190 0.09
H 4.12249 -7.27783 -2.13669 -0.099 -0.158 0.049 0.09
H -0.92972 2.93040 4.68204 0.003 -1.450 -0.963 0.07
H 3.45290 -3.38484 0.27246 -0.754 0.266 0.437 -0.02
H 7.66389 0.43249 -3.78805 0.019 -0.045 0.177 0.08
H 2.42486 -7.42884 -1.63704 0.134 -0.137 -0.017 0.09
H -7.99980 3.49797 1.12710 -0.193 -0.100 0.006 0.09
H 2.64593 -3.98597 -3.01307 0.001 -0.071 -0.021 0.10
H 0.47201 3.80644 2.96346 -0.331 -1.804 -0.252 0.10
H 9.07561 -0.58472 -3.38721 0.024 0.157 -0.126 0.09
H -1.90951 2.43577 3.19253 1.723 -0.400 1.163 0.07
H -1.74505 6.13512 -2.29980 -0.113 -0.114 0.090 0.09
H -1.18223 4.49606 -1.87055 0.096 0.155 0.035 0.10
H -5.20673 -0.15207 -1.07189 1.692 -0.660 0.008 0.09
H 0.74775 2.75663 0.54202 -1.049 -0.473 1.176 0.11
H 9.07694 1.13824 -2.95528 0.024 -0.079 -0.186 0.09
H -1.12394 -2.26374 2.96339 -0.138 -0.672 0.487 0.02
H 6.02937 0.87542 -1.87684 -0.177 -0.093 0.037 0.09
H 2.18328 -5.03411 -4.89112 0.047 -0.080 0.126 0.09
H -0.69966 -2.97878 -0.26630 0.298 1.925 0.417 0.13
H -1.49127 -1.66009 0.73578 1.359 0.000 -1.541 0.13
H 8.17711 -0.57183 0.21633 -0.118 0.012 -0.055 0.13
H -8.53035 3.00997 2.76045 -0.128 -0.062 -0.170 0.09
H 1.42437 -4.08025 4.19015 0.438 -0.315 -0.617 0.06
H -4.47032 3.66352 -0.35633 -0.068 0.056 -0.051 0.13
H -5.81850 1.18395 2.12048 -0.128 0.002 -0.035 0.13
H -1.30070 0.91416 0.18628 1.234 -0.356 0.803 0.10
H -7.87832 1.79582 1.63399 0.086 0.096 0.067 0.08
H 3.71870 -3.01356 2.52755 -0.922 0.099 -0.923 0.00
H -1.57326 -3.87023 2.62950 0.605 0.866 0.606 0.04
H -3.73760 0.47518 -2.00197 -0.382 -1.275 1.534 0.10
H -4.01841 5.37120 -3.17813 -0.171 0.109 0.003 0.09
H 1.04892 0.61397 -0.51057 -0.256 -0.157 0.734 0.12
H -0.92836 1.10893 4.04730 0.243 1.724 -0.099 0.05
H 1.29680 2.16011 3.03941 -1.526 0.598 0.054 0.08
H -5.18449 5.10369 -1.86017 0.142 -0.006 0.030 0.08
H 6.02783 -0.85702 -2.31096 -0.202 0.059 0.113 0.09
H -1.04925 3.01708 1.06750 2.528 -1.201 0.451 0.07
H -4.22436 6.60199 -1.90157 -0.151 -0.026 -0.136 0.09